Formula: C40H80O18
Source: the OMol25 dataset
Level of theory: ωB97M-V/def2-TZVPD

```
138
Properties=species:S:1:pos:R:3:lowdin_charge:R:1
C 7.304 -18.295 3.648 -0.057
C 6.823 -17.073 2.749 -0.121
O 7.320 -17.441 1.350 0.000
C 6.834 -16.726 0.293 -0.587
O 5.925 -15.878 0.217 0.078
O 7.538 -17.140 -0.700 0.024
C 7.525 -16.548 -2.006 -0.014
H 8.349 -18.545 3.466 0.068
H 6.748 -19.149 3.262 0.070
H 7.148 -18.174 4.720 0.070
H 7.398 -16.166 2.939 0.106
H 5.763 -16.880 2.911 0.114
H 7.708 -15.474 -1.963 0.063
H 6.680 -16.655 -2.686 0.103
H 8.382 -16.888 -2.588 0.093
C 10.524 -14.895 0.955 -0.028
C 11.422 -15.224 2.191 -0.207
O 11.937 -16.512 2.021 0.062
C 12.745 -17.121 2.866 -0.602
O 13.131 -18.301 2.807 0.094
O 12.955 -16.423 3.912 0.004
C 13.716 -16.801 4.975 -0.057
H 11.124 -14.733 0.059 0.077
H 10.006 -13.962 1.176 0.048
H 9.789 -15.652 0.683 0.074
H 10.714 -15.081 3.007 0.112
H 12.245 -14.520 2.314 0.128
H 13.764 -16.125 5.829 0.097
H 14.737 -16.629 4.632 0.105
H 13.509 -17.827 5.279 0.108
C 9.086 -9.913 -11.448 -0.063
C 9.225 -8.977 -10.284 -0.266
O 8.146 -9.077 -9.477 0.035
C 8.068 -8.452 -8.323 -0.579
O 8.989 -7.899 -7.768 0.128
O 6.757 -8.494 -7.979 0.001
C 6.185 -7.743 -6.850 -0.013
H 9.977 -9.959 -12.075 0.081
H 8.307 -9.600 -12.144 0.086
H 8.979 -10.966 -11.187 0.060
H 9.240 -7.985 -10.736 0.134
H 10.194 -9.143 -9.814 0.134
H 6.137 -6.679 -7.084 0.093
H 6.802 -7.759 -5.952 0.083
H 5.219 -8.061 -6.458 0.067
C 8.629 -10.394 -4.749 -0.043
C 9.085 -10.242 -3.272 -0.153
O 8.358 -11.209 -2.454 -0.005
C 9.013 -11.897 -1.451 -0.517
O 10.215 -11.978 -1.350 0.110
O 8.154 -12.561 -0.652 -0.019
C 6.786 -12.924 -0.903 -0.018
H 9.029 -11.303 -5.197 0.066
H 9.056 -9.609 -5.373 0.073
H 7.565 -10.311 -4.970 0.058
H 8.772 -9.245 -2.959 0.111
H 10.172 -10.315 -3.283 0.110
H 6.814 -13.816 -1.529 0.067
H 6.223 -12.173 -1.457 0.067
H 6.215 -13.238 -0.030 0.096
C 4.024 -10.576 -3.357 -0.156
C 4.990 -11.629 -3.711 -0.188
C 5.107 -11.656 -5.255 -0.196
O 4.736 -10.353 -5.642 -0.153
C 3.879 -9.748 -4.653 -0.172
H 4.337 -9.916 -2.548 0.117
H 3.049 -11.024 -3.165 0.115
H 4.699 -12.562 -3.228 0.116
H 6.044 -11.487 -3.473 0.080
H 4.320 -12.319 -5.613 0.113
H 6.012 -12.091 -5.679 0.104
H 2.842 -9.677 -4.983 0.115
H 4.166 -8.711 -4.476 0.105
C 9.897 -11.780 3.144 -0.172
C 11.120 -11.234 2.341 -0.138
C 10.567 -9.829 1.972 -0.184
O 9.185 -10.026 1.704 -0.143
C 8.710 -11.143 2.440 -0.194
H 10.099 -11.372 4.134 0.108
H 9.849 -12.868 3.182 0.089
H 11.092 -11.943 1.513 0.083
H 12.050 -11.404 2.883 0.112
H 11.036 -9.323 1.128 0.101
H 10.574 -9.176 2.845 0.119
H 8.171 -11.797 1.754 0.108
H 8.170 -10.789 3.318 0.116
C 13.660 -10.913 -3.497 -0.122
C 13.332 -10.191 -2.159 -0.168
C 13.251 -11.274 -1.154 -0.190
O 14.344 -12.152 -1.537 -0.135
C 14.418 -12.169 -2.938 -0.206
H 14.363 -10.341 -4.102 0.100
H 12.827 -11.205 -4.136 0.077
H 12.488 -9.513 -2.287 0.093
H 14.086 -9.470 -1.844 0.116
H 12.412 -11.969 -1.116 0.094
H 13.405 -10.839 -0.167 0.118
H 13.978 -13.101 -3.293 0.085
H 15.421 -12.037 -3.345 0.114
C 7.770 -13.808 -8.017 -0.149
C 8.182 -12.518 -8.764 -0.154
C 6.841 -12.122 -9.380 -0.167
O 6.262 -13.408 -9.715 -0.163
C 6.486 -14.349 -8.683 -0.202
H 7.460 -13.407 -7.051 0.082
H 8.451 -14.654 -7.938 0.107
H 8.956 -12.665 -9.517 0.104
H 8.569 -11.775 -8.067 0.098
H 6.947 -11.651 -10.357 0.110
H 6.161 -11.614 -8.697 0.122
H 6.401 -15.389 -8.998 0.115
H 5.584 -14.275 -8.074 0.103
C 10.647 -7.019 -0.824 -0.164
C 9.474 -6.334 -1.567 -0.159
C 9.344 -4.937 -0.908 -0.172
O 10.148 -5.091 0.256 -0.125
C 10.479 -6.416 0.519 -0.260
H 11.614 -6.679 -1.195 0.117
H 10.724 -8.099 -0.948 0.093
H 8.581 -6.958 -1.565 0.098
H 9.599 -6.195 -2.641 0.100
H 8.330 -4.655 -0.623 0.113
H 9.673 -4.203 -1.643 0.113
H 9.701 -6.870 1.133 0.118
H 11.345 -6.566 1.164 0.124
C 11.483 -13.861 -4.244 -0.226
C 12.393 -14.673 -5.128 -0.141
C 11.658 -16.036 -5.175 -0.230
O 10.426 -15.834 -4.602 -0.148
C 10.158 -14.364 -4.509 -0.153
H 11.614 -12.813 -4.514 0.101
H 11.750 -13.989 -3.195 0.125
H 13.371 -14.751 -4.652 0.101
H 12.461 -14.270 -6.139 0.115
H 12.192 -16.883 -4.744 0.122
H 11.380 -16.246 -6.208 0.111
H 9.487 -14.078 -3.699 0.117
H 9.785 -14.081 -5.494 0.114
```

- SMILES string: CCOC(=O)OC.CCOC(=O)OC.CCOC(=O)OC.CCOC(=O)OC.C1CCOC1.C1CCOC1.C1CCOC1.C1CCOC1.C1CCOC1.C1CCOC1
- Relative energy (zero: lowest compared OMol25 entry of this formula, charge and spin): 110.5 kcal per mole

Formula: C24H57I2N8O7P3S
Source: the OMol25 dataset
Level of theory: ωB97M-V/def2-TZVPD

```
102
Properties=species:S:1:pos:R:3:lowdin_charge:R:1
C -0.472 -0.541 2.633 -0.021
C -1.102 -1.302 1.283 -0.267
O -2.138 -2.135 1.585 -0.093
N -0.580 -1.168 -0.117 -0.126
C 0.921 -1.182 -0.187 -0.091
C -1.253 -0.148 -0.971 -0.452
P -0.340 1.574 -1.047 0.978
C 0.250 2.132 0.679 -0.286
O 1.125 1.427 -2.044 -0.367
C -1.138 -0.705 -2.546 -0.138
C -1.994 -2.082 -2.813 -0.327
C -1.262 -3.464 -2.349 -0.649
I -1.764 -4.768 -0.672 0.823
C -0.083 -3.912 -3.194 -0.693
C 0.486 -3.126 -4.510 -0.171
I 0.966 -5.803 -2.648 0.664
S -3.713 -1.782 -2.147 0.849
O -4.549 -3.101 -1.911 -0.390
O -4.494 -1.063 -3.317 -0.374
O -3.747 -0.933 -0.678 -0.243
C -2.814 0.199 -0.631 -0.281
C -3.455 1.425 -1.574 -0.227
N -4.985 1.525 -1.388 -0.034
H -1.201 0.378 2.824 0.090
H -0.595 -1.252 3.562 0.078
H 0.641 -0.212 2.500 0.072
H 1.389 -1.085 -1.254 0.099
H 1.469 -0.397 0.495 0.076
H 1.267 -2.249 0.221 0.128
H -0.637 1.963 1.423 0.041
H 1.282 1.705 1.026 0.052
H 0.398 3.315 0.615 0.057
H 0.870 1.781 -2.957 0.053
H -1.556 0.095 -3.327 0.137
H -0.038 -0.919 -2.879 0.098
H -2.112 -2.156 -4.000 0.152
H 1.088 -3.934 -5.150 0.076
H -0.318 -2.579 -5.160 0.085
H 1.311 -2.362 -4.114 0.093
H -2.901 0.645 0.475 0.174
H -3.060 2.498 -1.230 0.105
H -3.296 1.251 -2.720 0.111
H -5.488 1.058 -2.172 0.063
H -5.270 1.170 -0.449 0.072
O 1.602 4.024 -4.590 -0.327
P 1.855 5.551 -4.587 0.741
N 0.949 5.779 -3.155 -0.354
C -0.459 5.424 -3.064 -0.120
C 1.640 5.261 -1.967 -0.137
N 0.968 5.866 -6.003 -0.321
C -0.291 6.581 -6.091 -0.131
C 1.015 4.849 -7.055 -0.144
N 2.146 7.307 -4.584 -0.292
C 3.563 7.576 -4.844 -0.152
C 1.652 8.268 -3.602 -0.129
H -0.862 5.680 -2.077 0.085
H -0.637 4.359 -3.242 0.073
H -1.063 6.002 -3.760 0.054
H 2.669 5.635 -1.935 0.076
H 1.678 4.166 -1.966 0.058
H 1.155 5.595 -1.044 0.079
H -1.145 5.925 -5.896 0.081
H -0.425 7.003 -7.093 0.082
H -0.344 7.434 -5.413 0.067
H 0.316 4.032 -6.847 0.078
H 2.023 4.429 -7.144 0.073
H 0.769 5.271 -8.035 0.080
H 4.175 7.321 -3.973 0.076
H 3.734 8.625 -5.106 0.081
H 3.913 6.977 -5.691 0.078
H 2.118 8.128 -2.618 0.082
H 0.565 8.226 -3.490 0.074
H 1.867 9.293 -3.925 0.088
O 1.843 -3.790 4.942 -0.322
P 1.305 -5.105 5.559 0.739
N -0.324 -4.641 5.327 -0.354
C -0.883 -3.444 5.936 -0.120
C -0.720 -4.675 3.913 -0.135
N 1.878 -4.795 7.129 -0.323
C 1.072 -4.504 8.300 -0.133
C 3.156 -4.089 7.241 -0.146
N 0.687 -6.616 6.267 -0.294
C 1.420 -7.759 5.714 -0.153
C -0.714 -6.987 6.437 -0.130
H -1.947 -3.344 5.694 0.088
H -0.371 -2.530 5.616 0.073
H -0.858 -3.498 7.022 0.053
H -0.438 -5.634 3.465 0.075
H -0.239 -3.877 3.338 0.066
H -1.806 -4.583 3.799 0.086
H 0.811 -3.443 8.360 0.080
H 1.616 -4.760 9.215 0.081
H 0.153 -5.093 8.340 0.067
H 3.024 -3.008 7.120 0.078
H 3.861 -4.440 6.480 0.072
H 3.632 -4.270 8.211 0.078
H 1.124 -7.948 4.677 0.076
H 1.256 -8.667 6.303 0.080
H 2.497 -7.562 5.728 0.077
H -1.213 -7.162 5.476 0.083
H -1.277 -6.236 6.999 0.073
H -0.800 -7.907 7.026 0.087
```

What did we get for gap between HOMO and LUMO? Answer: 9.741 6.906 eV, in the order shown.
What did we get for E_HOMO? Answer: -0.345 -0.297 Ha, in the order shown.
What did we get for molar mass? Answer: 849.1 948.6 g/mol, in the order shown.